(1)
23
Properties=species:S:1:pos:R:3:forces:R:3 method="wB97M-V/def2-TZVPD" homo_lumo_gap_ev=3.17 charge=+1 homo_ev=-11.6 multiplicity=1 lumo_energy_ha=-0.309 total_energy_ha=-2517.86870
H -0.510599 2.363714 -2.813178 0.0 -0.2 -0.3
O 1.459081 2.624234 1.920362 -0.3 -0.5 -0.5
O 1.446981 -4.519016 1.818492 -0.3 -2.7 -2.9
H -4.745749 0.963964 -1.787758 -0.2 0.2 0.0
H 1.116181 3.516044 1.862642 -0.1 0.3 -0.1
O 1.765061 -3.633186 3.613382 0.8 1.2 2.9
H 2.000641 2.625964 2.709632 0.2 -0.2 0.3
O 1.420341 -2.439116 1.905152 0.0 3.1 -0.6
H -0.131749 -1.803886 -2.798238 0.2 0.0 -0.3
Zn 0.531971 0.365164 0.004292 -0.1 -0.4 0.0
O -4.326739 0.127244 -1.989148 0.0 -0.2 -0.1
H 3.877791 1.102284 -1.310018 0.1 0.3 0.0
H -3.443259 0.208664 -1.629888 0.2 0.0 0.1
O -1.995119 0.189444 1.669982 0.6 0.2 -0.6
H -0.677779 3.429424 -1.750998 0.0 0.3 0.2
O -0.522049 2.491834 -1.864658 0.2 -0.6 0.5
O -0.558209 -1.623486 -1.960488 0.2 0.7 0.5
H -2.039059 0.633604 2.516762 0.1 0.2 0.3
N 1.574451 -3.519746 2.443712 -0.7 -1.0 0.3
H 3.924641 -0.402166 -1.472278 0.1 -0.4 0.0
O 3.372571 0.306764 -1.142308 -0.7 0.1 0.2
H -0.935769 -2.462916 -1.697728 -0.2 -0.3 0.3
H -2.603629 -0.544836 1.752282 -0.2 -0.4 -0.1

(2)
85
Properties=species:S:1:pos:R:3:forces:R:3 method="wB97M-V/def2-TZVPD" homo_lumo_gap_ev=6.85 charge=-1 homo_ev=-4.3 multiplicity=1 lumo_energy_ha=0.092 total_energy_ha=-1483.58282
H -1.164468 1.765505 1.567184 0.1 0.2 -0.1
C 0.510529 2.937481 3.559022 0.4 1.6 0.7
C 1.467445 2.664171 -0.678833 0.0 -0.3 -0.1
H -4.005636 -4.362505 -2.185604 0.0 -0.1 -0.4
H 0.592155 -4.713484 -2.680923 0.1 -0.2 0.0
C 1.998144 -0.481894 -0.246761 -0.8 0.4 0.2
C -0.847548 1.389625 -3.471861 0.8 0.1 -0.2
H -0.184722 -5.466143 -1.315987 -0.4 0.0 0.1
C 2.658155 3.787894 4.734640 0.0 0.0 0.4
H 2.281785 -0.154050 4.909342 0.5 0.0 -0.1
H 4.148548 2.528330 1.720907 0.0 0.1 0.1
H -2.044085 -4.996604 -2.663439 0.0 -0.1 -0.1
H 2.274250 2.397820 -1.367827 0.0 -0.1 0.0
H 0.613103 4.038521 5.488969 0.0 0.2 -0.2
C -1.127226 -0.274489 2.251197 -1.3 0.9 -1.5
C 3.893046 1.651546 1.131786 -0.6 -1.1 0.2
H -3.757703 0.756275 -3.586116 0.1 0.2 0.0
C 0.532803 -3.447915 -0.987978 0.9 -0.8 -0.5
H 2.796233 -0.166996 -0.930353 0.1 0.0 0.0
B 2.021117 -0.162150 2.961621 0.8 -0.5 0.5
H -0.118858 -1.075252 -0.596009 -0.2 0.5 -0.1
H 4.863681 0.384964 2.613945 -0.1 0.1 0.1
H -2.071320 -2.086318 -2.034690 0.4 0.2 0.6
H -0.720513 2.204105 -1.096129 0.2 -0.1 0.4
H 4.334093 -0.484647 1.169928 0.0 0.0 -0.2
H -5.597762 -3.368830 -0.688095 -0.2 0.2 -0.1
H -4.517224 0.839982 -5.197226 -0.1 0.2 0.1
C -1.445563 -4.096684 -2.517803 -0.1 0.0 0.7
O -3.439128 0.476853 1.599029 0.0 0.1 0.8
C -4.574704 -2.992372 -0.658013 -0.1 -0.2 -0.4
H 0.324114 3.193245 -3.617729 0.2 0.1 0.0
H 1.365654 -3.937391 -0.476407 0.0 0.0 0.2
O 2.492680 0.411074 4.148045 -0.8 -0.1 0.2
H -4.110554 -3.487005 0.192032 0.1 0.0 0.1
C 1.129056 -2.291555 -1.816451 -0.6 0.6 0.8
C -1.854367 2.055956 -4.409552 0.3 -1.1 0.4
H -4.579235 -1.922875 -0.462733 -0.1 0.1 0.1
H -4.176539 -2.651433 -2.738376 0.0 -0.3 -0.4
H 0.801298 -2.323566 -2.860205 -0.3 0.0 0.1
H -2.150884 -3.232167 -0.626325 0.3 0.2 0.1
H -0.381239 0.581462 -4.037755 -0.1 -0.1 -0.2
H -0.139861 -3.117179 -0.200322 -0.1 0.2 -0.1
O -2.474268 1.055641 -5.225867 -0.2 0.3 0.3
C 1.881298 -1.757718 3.015728 -0.4 0.6 0.0
H 2.382266 -1.378210 0.253654 0.0 0.1 0.2
C 4.711670 0.469794 1.537627 0.4 0.3 -0.2
C -2.290101 -3.097091 -1.692338 -1.0 -0.8 -1.4
H 1.390766 -2.169173 2.137443 0.0 -0.2 -0.1
C 0.808518 -0.912211 -1.139224 1.5 -1.1 -0.8
C -3.811738 -3.317048 -1.959449 0.3 0.4 1.6
H -0.285661 3.681746 3.429079 -0.2 -0.2 -0.1
H -0.153647 3.796843 -1.532313 -0.2 0.0 0.3
H 3.040548 4.081962 5.715770 0.1 0.3 -0.1
C -3.633238 0.508068 -4.641658 -0.4 -0.3 -0.3
H -0.693984 -1.218743 1.932115 0.2 -0.2 0.6
C -0.685424 0.830906 1.250018 0.5 -0.7 1.2
H -1.125165 0.560012 0.289755 0.2 0.1 -0.2
H 1.268427 -2.015980 3.890047 0.2 -0.3 0.1
H 2.881114 -2.194086 3.094085 0.0 -0.1 0.1
H 1.256877 2.421362 5.501162 0.0 0.1 0.2
F 6.033675 0.585720 0.975570 0.1 -0.2 0.2
H -3.637024 -0.582117 -4.706607 0.3 -0.1 -0.1
H 4.116788 1.849718 0.078809 -0.1 0.0 -0.1
H -1.319026 0.909678 -2.612762 -0.2 0.0 0.0
H 2.211917 -2.390529 -1.824921 0.1 -0.1 -0.2
C 0.294660 2.313449 -2.972201 -0.6 -0.3 0.4
C 0.146658 2.745239 -1.478992 0.2 0.6 -1.1
O -3.164512 -1.533106 2.456577 -0.8 -2.0 0.4
H -3.331062 1.242988 2.185479 0.2 0.1 -0.6
H 3.284263 2.961947 4.411270 -0.1 -0.2 -0.2
H 2.780790 4.571386 3.992823 0.0 0.2 0.1
H -1.325077 2.718493 -5.090297 -0.2 0.2 0.0
H -1.290646 -3.664551 -3.506095 0.2 0.0 -0.1
H 1.022690 3.761962 1.798255 0.4 0.2 0.0
H -2.612595 2.558651 -3.804631 0.0 0.5 -0.3
H 1.733523 3.671848 -0.338458 0.1 0.0 0.1
C 1.215339 3.338897 4.908012 0.1 -1.3 -0.4
H -0.939356 -0.019998 3.292726 0.4 -0.2 0.1
C -0.113471 -4.527252 -1.865882 0.3 0.7 -0.4
H 1.239582 1.786851 -3.097317 0.1 0.0 0.0
H 0.734894 -0.196171 -1.957015 -0.6 0.3 0.3
C -2.645544 -0.526505 2.144905 0.9 1.3 -0.3
Ta 1.580231 1.289296 1.162412 0.1 2.4 -0.5
H 0.015060 1.970961 3.689717 0.2 -0.1 -0.1
N 1.411235 3.045763 2.404847 -1.3 -1.8 -1.0

(3)
67
Properties=species:S:1:pos:R:3:forces:R:3 method="wB97M-V/def2-TZVPD" relative_energy_kcal_mol=0.0 homo_lumo_gap_ev=7.70 charge=0 homo_ev=-8.9 multiplicity=1 lumo_energy_ha=-0.045 total_energy_ha=-1629.01972
H 1.821725 0.611357 4.899593 0.2 -0.2 -0.1
H 1.294092 2.865924 -3.281116 0.0 -0.1 0.2
O -1.031386 -0.423144 7.084427 0.0 -0.2 0.1
C 4.178380 0.882419 -0.171875 -0.2 0.3 0.3
H 2.749521 -1.630523 -2.593076 0.1 0.0 0.0
H -2.533350 0.260679 -2.331351 0.0 -0.1 0.0
C -1.094268 5.096621 -3.392178 0.1 0.0 0.2
H 0.852799 -1.370351 -5.790633 0.0 -0.1 0.1
O -1.471247 -1.586960 1.362484 0.3 -0.2 0.0
H -0.962524 -2.443011 6.553175 0.0 0.0 0.0
H -1.441484 -2.376475 1.916590 -0.2 0.1 0.1
C 0.146517 -1.821474 -0.374957 0.0 0.2 0.2
C 0.956699 -0.465600 -3.849354 0.0 0.2 -0.1
C -0.181506 -1.351764 0.901777 0.1 -0.1 -0.1
H -2.052186 -3.085839 -3.284234 0.0 0.0 0.0
H -3.096602 -0.432811 -0.815871 0.1 0.0 0.1
H -1.425721 0.134705 -0.960087 0.0 0.0 0.1
O -5.013705 0.700965 0.928023 0.1 -0.1 0.0
C 1.432914 -1.564844 -0.879456 0.1 0.0 0.3
H -5.857943 1.053977 1.219741 0.0 0.0 0.0
C 2.900559 0.571281 1.874085 0.0 0.0 0.0
H 0.478322 0.920600 3.179645 0.2 -0.1 0.1
H 1.044846 0.719577 -2.052312 0.0 0.0 0.0
C 3.698947 -0.468226 -0.577736 0.0 0.0 0.1
H -0.079518 -0.320290 6.961885 0.0 0.1 -0.2
C -4.504100 -0.147188 1.953067 -0.1 0.1 -0.1
O 4.401834 -1.217653 -1.217600 -0.1 0.1 -0.1
C 1.209302 1.926162 -3.813371 0.0 0.1 -0.4
N -2.387843 -2.149416 -3.057487 0.0 0.0 0.0
O 2.960829 0.661425 3.082835 0.0 0.3 -0.1
H 0.062835 -1.535863 4.700549 0.1 -0.2 0.0
H 4.865318 1.414861 -0.816626 0.1 -0.2 -0.1
H 1.298043 2.892152 -5.734307 0.0 0.0 0.0
C -1.859882 -1.725570 -1.987987 0.0 0.0 0.0
H -0.409446 -3.272502 -1.839470 -0.1 -0.1 0.0
C 0.697860 -0.614119 1.703660 -0.1 -0.1 0.0
H -1.498611 -3.162787 -0.455756 -0.1 0.0 0.0
H -1.275037 6.129729 -3.699182 0.0 0.0 -0.1
C 1.794174 -2.030599 -2.272115 -0.2 0.1 -0.1
C 1.208570 1.952673 -5.204721 0.0 -0.2 0.1
C 1.949606 -0.333873 1.165169 0.1 0.0 -0.2
O 0.786246 -1.674778 -3.221492 0.1 -0.2 -0.1
C 3.784301 1.387969 0.996115 0.0 -0.2 -0.2
C 2.323979 -0.822128 -0.096684 -0.1 -0.1 -0.1
C 1.079679 0.762411 -5.911814 0.0 0.0 0.2
H -5.178954 -0.986201 2.145942 0.0 0.0 0.0
H -0.624765 4.559891 -4.212645 0.0 0.0 0.0
O 1.363892 -0.139454 5.292300 -0.4 0.1 0.2
H -0.831073 -2.112630 8.295300 0.0 0.0 0.0
O -0.203019 5.043961 -2.279204 -0.1 0.0 -0.1
H -4.338008 0.405318 2.882069 0.0 0.0 0.0
H -0.814717 -0.233112 3.114405 0.0 0.1 0.0
H 1.073456 0.764569 -6.993962 0.0 0.0 0.0
C -1.300165 -1.786988 7.362524 0.1 0.2 0.0
H -0.625010 5.510994 -1.553484 0.1 0.0 0.1
H -2.378549 -1.890041 7.463809 0.0 0.0 0.0
C 1.077319 0.722635 -3.134254 0.0 0.1 0.0
C 0.856626 -0.948538 4.241818 0.3 0.3 0.1
H 1.654359 -1.607807 3.888651 -0.1 -0.1 -0.1
H 1.865747 -3.118484 -2.305705 0.0 0.0 0.0
H -2.046057 4.614122 -3.157919 0.0 0.0 -0.1
C -0.899823 -2.580737 -1.156140 0.2 0.1 -0.1
C -2.239043 -0.360252 -1.487687 -0.1 0.1 -0.1
H -3.552822 -0.534372 1.600620 0.0 0.0 0.0
C 0.268450 -0.144730 3.067889 -0.5 0.0 -0.1
H 4.114163 2.350317 1.363978 0.1 -0.1 0.1
C 0.956458 -0.446159 -5.238279 0.0 0.1 0.0

(4)
45
Properties=species:S:1:pos:R:3:forces:R:3 method="wB97M-V/def2-TZVPD" s_squared=6.1253 relative_energy_kcal_mol=0.0 homo_lumo_gap_ev="5.74 / 6.82" charge=+1 homo_ev="-9.2 / -11.5" multiplicity=5 lumo_energy_ha="-0.126 / -0.172" total_energy_ha=-2409.12504
H -4.428978 1.206430 6.454723 -0.2 0.1 -0.1
H -6.167392 2.505109 7.857211 0.2 -0.4 0.1
C -6.397592 1.870888 6.999418 -0.1 0.3 -0.3
H 2.645383 0.561668 0.897295 -0.6 0.1 -0.1
H -2.115392 0.105640 -0.514799 0.6 0.4 -0.4
C 0.053563 -1.460061 2.074323 -2.6 -1.8 4.7
O 2.286391 -3.115831 0.415993 -0.9 1.9 -0.5
H -4.811586 2.882388 5.965419 -0.1 -0.3 0.1
O -7.506551 2.515515 6.387939 -0.2 -1.2 -0.6
C -5.214387 1.857046 6.046516 0.2 0.4 0.0
C -7.989495 1.692827 5.306834 0.2 0.1 0.3
H -8.878208 2.233098 4.917393 0.5 -0.7 0.2
H 2.012362 0.156726 -1.504967 -0.4 0.5 0.4
H -5.870372 1.245089 1.993533 0.3 -0.2 0.0
C -2.237277 1.649975 3.111468 -0.8 0.0 -0.1
C -3.820160 1.267572 1.442979 -0.1 0.3 0.5
H -0.343858 0.307128 -2.204758 0.2 -0.2 0.8
H -1.216104 1.879562 3.377259 0.0 -0.1 -0.1
H -8.248771 0.654822 5.659987 0.0 1.0 0.0
H -6.622851 0.834370 7.297355 -0.2 0.3 0.1
C 1.258031 0.496851 -0.779989 -0.2 1.3 -1.2
C 0.881639 1.703642 1.431033 3.3 -3.1 -0.6
H -4.030780 1.205653 0.377993 0.1 0.0 0.2
C -0.102865 0.535359 -1.145244 0.8 0.5 -1.1
C -0.741936 -2.093036 -0.343334 -3.8 -3.5 -1.5
O -1.617871 -2.799755 -0.606000 1.9 1.5 0.4
C -4.582025 1.423621 3.738688 -0.7 -0.1 1.2
N -5.581301 1.384331 4.700321 1.6 0.2 -1.2
C 1.721425 -2.122165 0.219845 4.3 -5.2 -0.1
H -2.953931 1.905632 5.100996 0.1 -0.3 -0.4
N -2.504182 1.441377 1.784819 -1.4 0.4 1.3
C -1.179217 0.622816 -0.221502 -2.5 0.7 0.6
C -3.228243 1.649533 4.079145 0.6 0.0 -0.3
C 1.625858 0.803135 0.563057 0.5 3.0 1.2
C -1.560738 1.829149 0.702020 2.0 -0.8 -2.2
C -6.925204 1.568338 4.191390 -1.4 0.5 -0.2
C -4.852322 1.286629 2.363001 0.5 -0.2 -0.8
H -6.994066 2.497444 3.580065 0.2 -0.5 0.3
O -0.575841 -1.872368 2.955932 1.6 1.0 -2.0
H -2.132617 2.582402 0.083515 0.6 -0.6 0.7
C -0.267671 2.382781 1.224332 -3.0 1.5 -0.4
H -0.351773 3.412170 1.551648 0.2 0.0 0.5
H 1.380180 1.886338 2.388739 0.3 0.3 -0.4
H -7.215991 0.714876 3.547162 0.2 0.4 0.3
Fe 0.442733 -0.965285 0.372951 -1.9 2.4 0.9

(5)
13
Properties=species:S:1:pos:R:3:forces:R:3 method="wB97M-V/def2-TZVPD" relative_energy_kcal_mol=6.0 homo_lumo_gap_ev=10.42 charge=0 homo_ev=-9.5 multiplicity=1 lumo_energy_ha=0.034 total_energy_ha=-534.52009
H -0.651169 -0.452087 -2.570109 -0.2 0.0 0.1
S 0.960740 1.573722 3.165212 0.1 -0.2 -0.1
H 1.160382 1.015151 1.963073 -0.1 0.1 -0.1
H 0.565731 -1.902960 -0.808877 0.0 0.2 -0.1
H -0.633818 0.540235 0.314129 0.3 -0.1 0.0
N 0.600957 -1.063582 -0.235947 0.1 -0.3 0.1
H 1.751397 0.639249 3.711624 0.0 0.1 0.2
H 0.664660 -1.409127 0.714871 0.0 0.1 0.1
H -1.542387 -0.812296 -0.203222 -0.1 -0.4 0.0
H -1.658877 0.840674 -1.874294 -0.2 0.1 -0.2
C -0.610181 -0.282611 -0.410980 -0.5 0.4 0.3
H 0.109537 1.001648 -1.974788 -0.1 0.1 0.0
C -0.716974 0.311989 -1.790689 0.5 0.0 -0.3

Please write out number 4 again, unchanged.
45
Properties=species:S:1:pos:R:3:forces:R:3 method="wB97M-V/def2-TZVPD" s_squared=6.1253 relative_energy_kcal_mol=0.0 homo_lumo_gap_ev="5.74 / 6.82" charge=+1 homo_ev="-9.2 / -11.5" multiplicity=5 lumo_energy_ha="-0.126 / -0.172" total_energy_ha=-2409.12504
H -4.428978 1.206430 6.454723 -0.2 0.1 -0.1
H -6.167392 2.505109 7.857211 0.2 -0.4 0.1
C -6.397592 1.870888 6.999418 -0.1 0.3 -0.3
H 2.645383 0.561668 0.897295 -0.6 0.1 -0.1
H -2.115392 0.105640 -0.514799 0.6 0.4 -0.4
C 0.053563 -1.460061 2.074323 -2.6 -1.8 4.7
O 2.286391 -3.115831 0.415993 -0.9 1.9 -0.5
H -4.811586 2.882388 5.965419 -0.1 -0.3 0.1
O -7.506551 2.515515 6.387939 -0.2 -1.2 -0.6
C -5.214387 1.857046 6.046516 0.2 0.4 0.0
C -7.989495 1.692827 5.306834 0.2 0.1 0.3
H -8.878208 2.233098 4.917393 0.5 -0.7 0.2
H 2.012362 0.156726 -1.504967 -0.4 0.5 0.4
H -5.870372 1.245089 1.993533 0.3 -0.2 0.0
C -2.237277 1.649975 3.111468 -0.8 0.0 -0.1
C -3.820160 1.267572 1.442979 -0.1 0.3 0.5
H -0.343858 0.307128 -2.204758 0.2 -0.2 0.8
H -1.216104 1.879562 3.377259 0.0 -0.1 -0.1
H -8.248771 0.654822 5.659987 0.0 1.0 0.0
H -6.622851 0.834370 7.297355 -0.2 0.3 0.1
C 1.258031 0.496851 -0.779989 -0.2 1.3 -1.2
C 0.881639 1.703642 1.431033 3.3 -3.1 -0.6
H -4.030780 1.205653 0.377993 0.1 0.0 0.2
C -0.102865 0.535359 -1.145244 0.8 0.5 -1.1
C -0.741936 -2.093036 -0.343334 -3.8 -3.5 -1.5
O -1.617871 -2.799755 -0.606000 1.9 1.5 0.4
C -4.582025 1.423621 3.738688 -0.7 -0.1 1.2
N -5.581301 1.384331 4.700321 1.6 0.2 -1.2
C 1.721425 -2.122165 0.219845 4.3 -5.2 -0.1
H -2.953931 1.905632 5.100996 0.1 -0.3 -0.4
N -2.504182 1.441377 1.784819 -1.4 0.4 1.3
C -1.179217 0.622816 -0.221502 -2.5 0.7 0.6
C -3.228243 1.649533 4.079145 0.6 0.0 -0.3
C 1.625858 0.803135 0.563057 0.5 3.0 1.2
C -1.560738 1.829149 0.702020 2.0 -0.8 -2.2
C -6.925204 1.568338 4.191390 -1.4 0.5 -0.2
C -4.852322 1.286629 2.363001 0.5 -0.2 -0.8
H -6.994066 2.497444 3.580065 0.2 -0.5 0.3
O -0.575841 -1.872368 2.955932 1.6 1.0 -2.0
H -2.132617 2.582402 0.083515 0.6 -0.6 0.7
C -0.267671 2.382781 1.224332 -3.0 1.5 -0.4
H -0.351773 3.412170 1.551648 0.2 0.0 0.5
H 1.380180 1.886338 2.388739 0.3 0.3 -0.4
H -7.215991 0.714876 3.547162 0.2 0.4 0.3
Fe 0.442733 -0.965285 0.372951 -1.9 2.4 0.9

- Look up the multiplicity of the third one.
  1